1) Computed, not measured: a 3-piece molecular cluster, C5H17NO2 overall, with ωB97M-V with the def2-TZVPD basis set.

Cartesian coordinates (Å):
C: -1.333 0.148 -0.905
C: -0.950 0.295 0.564
C: 0.104 1.386 0.886
C: 0.334 1.433 2.398
C: -0.400 2.741 0.355
N: -0.311 -0.587 -1.681
H: -2.241 -0.464 -0.956
H: -1.601 1.127 -1.317
H: -0.540 -0.632 0.969
H: -1.881 0.580 1.068
H: 1.034 1.157 0.373
H: 1.414 1.424 2.586
H: -0.120 2.281 2.909
H: -0.006 0.537 2.927
H: -0.109 3.557 1.031
H: 0.058 3.017 -0.601
H: -1.481 2.868 0.245
H: -0.389 -0.319 -2.662
H: 0.612 -0.223 -1.427
H: -0.611 -3.805 -2.012
H: -0.084 -2.514 -1.354
O: 0.067 -3.478 -1.410
H: 1.753 -1.999 -0.088
H: 2.956 -1.207 -0.048
O: 2.032 -1.140 0.283

Multiplicity: 2
Orbital gap (alpha / beta), eV: 2.4551 / 9.8784
Charge: -1

Results of the Löwdin charge analysis, in e, for atoms 1 through 4: -0.314 -0.220 -0.451 -0.114

---

2) Computed, not measured: a 3-piece molecular cluster, C5H17NO2 overall, with ωB97M-V with the def2-TZVPD basis set.

Cartesian coordinates (Å):
C: 0.790 0.188 -2.742
C: 0.866 0.124 -1.221
N: -0.474 0.139 -0.542
C: -0.688 2.323 0.730
C: -0.405 0.732 0.798
C: -1.294 -0.019 1.826
H: 0.546 -0.759 -3.222
H: 0.100 0.913 -3.162
H: 1.797 0.388 -3.125
H: 1.498 0.890 -0.785
H: 1.187 -0.904 -1.040
H: -1.035 0.837 -1.039
H: -1.599 2.509 1.298
H: -1.060 2.776 -0.214
H: 0.098 2.979 1.129
H: 0.505 0.928 1.412
H: -0.612 -0.223 2.674
H: -1.400 -1.083 1.594
H: -2.248 0.520 1.958
H: -1.345 -1.963 -2.140
H: -1.330 -2.500 -0.636
O: -1.108 -2.696 -1.555
H: 2.791 -0.837 1.947
H: 2.387 0.372 2.720
O: 2.074 -0.541 2.555

Multiplicity: 2
Orbital gap (alpha / beta), eV: 2.5824 / 9.2298
Charge: -1

Results of the Löwdin charge analysis, in e, for atoms 1 through 4: -0.129 -0.310 -0.060 -0.126

---

1) is preferred energetically. Next in line: 0.0633 hartree higher.